No. 1
This record from the OMol25 dataset describes a structure of composition C39H46As3Cl2IN3O5STi. The level of theory is ωB97M-V/def2-TZVPD.

Geometry as XYZ:
```
101
C39H46As3Cl2IN3O5STi, DFT ωB97M-V/def2-TZVPD
I 4.158 -7.823 -4.814
As 0.911 2.326 5.168
As 0.942 -0.106 1.370
As -0.633 2.914 0.373
Ti 0.772 -0.524 -1.385
Cl 1.382 4.154 -2.642
Cl 6.570 3.386 -1.457
S -1.763 -2.442 -0.177
O 1.719 -1.433 -3.029
O -1.575 -3.710 -0.821
O 1.393 -2.480 -1.163
O 1.109 1.271 -1.736
O -1.208 -2.227 1.131
N 2.982 -0.274 -0.931
N -1.156 -1.225 -1.097
N -0.621 -0.245 -2.961
C -7.702 -1.375 0.090
C -3.492 -2.115 -0.143
C -0.100 2.705 3.510
C -1.468 -1.132 -2.452
C -3.954 -0.811 -0.006
C 2.324 1.823 -1.699
C 1.805 -2.518 -2.374
C 2.175 3.804 4.929
C 1.628 -1.753 2.152
C 4.957 2.777 -1.547
C -0.251 3.236 6.454
C 3.370 0.988 -1.254
C -1.784 2.079 1.747
C -1.057 1.610 3.016
C 2.350 -3.749 -2.948
C 5.252 -0.766 -0.384
C -0.365 0.261 2.788
C 2.624 3.103 -2.073
C -5.315 -0.579 0.054
C -6.226 -1.634 -0.012
C -2.399 -1.814 -3.229
C -1.867 2.603 -1.118
C 2.260 -4.936 -2.225
C -1.554 -0.520 -5.099
C -5.737 -2.929 -0.155
C 3.901 -1.122 -0.517
C -1.078 4.789 0.695
C -2.114 1.349 4.099
C 4.697 1.432 -1.163
C 2.947 -3.725 -4.206
C 2.775 -6.105 -2.759
C -0.630 0.056 -4.262
C -2.438 -1.473 -4.568
C 2.416 1.089 1.823
C 3.469 -4.889 -4.739
C 5.652 0.505 -0.703
C 3.951 3.583 -1.991
C -4.375 -3.181 -0.225
C 3.379 -6.072 -4.011
H 2.705 -7.034 -2.212
H -2.870 2.944 -0.858
H -3.045 -2.564 -2.801
H 0.109 0.772 -4.598
H 2.227 -2.311 1.437
H -3.994 -4.185 -0.348
H -1.129 2.632 6.672
H 3.000 -2.794 -4.754
H -0.662 3.631 3.666
H -1.897 1.536 -1.342
H -6.433 -3.756 -0.218
H 2.422 1.222 2.905
H 0.201 -0.023 3.680
H -3.155 -1.958 -5.218
H 3.360 0.636 1.523
H 1.773 -4.937 -1.259
H 1.642 4.727 4.698
H -1.584 -0.254 -6.145
H 4.158 4.602 -2.287
H 2.224 -1.511 3.032
H -2.566 2.799 2.006
H 0.773 -2.366 2.425
H 2.865 3.576 4.117
H 0.657 2.921 2.751
H 6.688 0.800 -0.609
H 3.565 -2.122 -0.279
H 0.303 3.381 7.381
H -2.276 1.225 1.277
H -0.563 4.207 6.069
H -1.123 -0.504 2.622
H -0.577 5.142 1.595
H -0.732 5.387 -0.148
H -1.671 0.906 4.994
H -8.278 -2.181 -0.361
H -7.973 -0.439 -0.398
H 2.751 3.943 5.842
H -3.253 0.011 0.032
H -2.880 0.662 3.733
H -2.601 2.283 4.388
H 2.297 2.052 1.330
H -8.001 -1.298 1.137
H -1.524 3.128 -2.009
H -2.156 4.911 0.807
H 3.940 -4.882 -5.712
H -5.682 0.436 0.149
H 5.960 -1.503 -0.033
```

Charge: +1
Energy relative to the best compared isomer or geometry (same formula, charge and spin) in kcal/mol: 0.0
E_HOMO in eV: -10.55
Gap between HOMO and LUMO in eV: 6.9
F_max in eV/Å: 0.57

Results of the Löwdin charge analysis, in e, for atoms 1 through 6:
1. I 0.923
2. As 1.108
3. As 1.181
4. As 1.133
5. Ti 1.061
6. Cl 0.748



No. 2
This record from the OMol25 dataset describes a structure of composition C9H16Br3I2O6P in a non-equilibrium geometry. The level of theory is ωB97M-V/def2-TZVPD.

Geometry as XYZ:
```
37
C9H16Br3I2O6P, DFT ωB97M-V/def2-TZVPD
I 0.676 -1.373 -1.309
I 3.471 -0.517 -3.447
Br 6.256 1.476 1.218
Br 4.960 -1.430 1.380
Br 3.299 0.979 0.146
P -0.903 1.903 -1.390
O -2.354 1.471 -0.948
O -2.226 -1.902 2.992
O -3.396 -0.371 -0.039
O 0.079 1.891 -0.309
O -1.127 3.333 -2.027
O -0.479 1.082 -2.693
C -1.013 -1.322 3.423
C 5.043 0.226 0.400
C -2.489 -0.458 1.064
C -2.814 0.121 -1.182
C -2.379 -1.888 1.578
C 1.671 1.756 -4.352
C 0.654 0.294 -2.610
C 1.689 0.597 -3.400
C -0.455 -2.100 4.593
H -1.500 -0.109 0.783
H -0.175 -3.088 4.237
H -0.261 -1.334 2.631
H 0.466 -1.636 4.929
H -2.002 -0.536 -1.485
H -1.171 -2.189 5.399
H 0.979 2.512 -4.006
H -1.162 -0.284 3.725
H -1.550 3.893 -1.368
H -3.588 0.164 -1.937
H -2.881 0.154 1.867
H 2.670 2.150 -4.476
H 5.437 -0.005 -0.579
H -1.505 -2.395 1.168
H -3.273 -2.454 1.346
H 1.354 1.389 -5.325
```

E_HOMO in eV: -9.10
Gap between HOMO and LUMO in eV: 9.0
F_max in eV/Å: 1.33

Results of the Löwdin charge analysis, in e, for atoms 1 through 6:
1. I 0.957
2. I 0.871
3. Br 0.571
4. Br 0.561
5. Br 0.556
6. P 0.326



No. 3
This record from the OMol25 dataset describes a cluster of 8 separate species, C12H47B2ClN3O9 in total in a non-equilibrium geometry. The level of theory is ωB97M-V/def2-TZVPD.

Geometry as XYZ:
```
74
C12H47B2ClN3O9, DFT ωB97M-V/def2-TZVPD
Cl -13.240 -5.583 -3.835
O -13.981 -4.768 -4.763
O -13.374 -6.927 -0.028
O -8.277 -5.537 0.894
O -12.149 -4.850 -3.293
O -12.862 -6.792 -4.509
O -14.143 -5.928 -2.783
O -15.276 -6.469 4.189
O -10.351 -10.353 4.304
O -16.165 -7.197 0.604
N -11.059 -5.103 3.323
N -14.681 -8.604 -1.638
N -12.473 -10.929 2.560
C -16.771 -5.967 0.834
C -15.591 -10.027 0.201
C -16.736 -7.877 -0.527
C -11.091 -10.876 2.042
C -9.648 -11.476 4.783
C -10.025 -4.665 2.395
C -9.178 -3.554 3.077
C -8.789 -5.253 -0.370
C -10.159 -10.055 2.907
C -15.910 -9.088 -0.990
C -9.205 -5.861 1.910
C -11.199 -10.361 0.592
B -13.151 -7.346 2.847
B -13.559 -4.066 0.027
H -14.799 -10.704 -0.119
H -10.558 -5.447 4.140
H -12.975 -10.055 2.458
H -13.995 -4.796 -0.716
H -13.619 -6.405 2.436
H -16.443 -9.658 -1.756
H -7.983 -5.025 -1.067
H -16.842 -7.161 -1.345
H -8.457 -3.138 2.372
H -13.537 -5.936 -0.084
H -13.834 -8.233 2.696
H -17.853 -5.908 1.007
H -9.141 -10.408 2.720
H -12.130 -10.759 0.189
H -9.511 -4.434 -0.414
H -16.451 -10.657 0.423
H -10.281 -8.985 2.739
H -14.910 -8.234 -2.557
H -11.358 -9.282 0.594
H -12.317 -11.050 3.556
H -16.320 -5.417 1.659
H -10.343 -10.702 0.011
H -15.501 -7.273 4.678
H -11.517 -5.935 2.961
H -13.216 -3.156 -0.545
H -16.601 -5.272 0.005
H -9.845 -2.770 3.434
H -9.289 -6.117 -0.823
H -12.694 -4.550 0.577
H -17.702 -8.174 -0.108
H -14.086 -7.421 -0.518
H -8.562 -3.908 3.906
H -12.219 -7.450 2.224
H -14.442 -6.631 3.617
H -14.075 -9.365 -1.927
H -10.725 -11.898 2.162
H -13.234 -7.214 0.899
H -8.817 -6.497 2.711
H -9.888 -6.571 1.422
H -15.267 -9.374 1.010
H -10.159 -11.753 5.705
H -10.569 -4.283 1.530
H -15.159 -5.698 4.762
H -9.708 -12.307 4.077
H -8.612 -11.237 5.036
H -14.384 -3.741 0.734
H -12.870 -7.238 3.934
```

Charge: -1
E_HOMO in eV: -5.48
Gap between HOMO and LUMO in eV: 6.3
F_max in eV/Å: 2.55

Results of the Löwdin charge analysis, in e, for atoms 1 through 6:
1. Cl 0.601
2. O -0.383
3. O 0.123
4. O -0.188
5. O -0.343
6. O -0.391



No. 4
This record from the OMol25 dataset describes a cluster of 2 separate species, C16H17N in total in a non-equilibrium geometry. The level of theory is ωB97M-V/def2-TZVPD.

Geometry as XYZ:
```
34
C16H17N, DFT ωB97M-V/def2-TZVPD
N -1.427 -0.119 2.261
C -3.865 2.498 0.043
C -1.908 1.852 1.297
C -3.547 0.201 0.799
C 4.539 -0.464 -1.555
C 1.688 -2.773 -0.785
C -2.622 2.828 0.593
C -0.303 0.744 2.439
C -4.269 1.157 0.123
C 2.100 -2.873 -3.145
C 3.518 -1.573 -1.748
C -2.328 0.483 1.436
C 0.273 3.142 1.989
C -0.612 1.940 1.874
C 1.428 -3.335 -2.030
C 3.219 -2.067 -3.000
C 2.713 -1.850 -0.626
H -3.960 -0.790 0.975
H 1.262 2.942 1.570
H 4.956 -0.467 -0.543
H -0.058 3.967 1.353
H -5.097 0.822 -0.490
H 2.886 -1.250 0.257
H 1.116 -3.149 0.058
H 3.913 -1.890 -3.813
H 0.351 3.527 3.004
H -2.301 3.840 0.819
H 0.561 0.351 2.930
H 4.036 0.509 -1.576
H 0.805 -4.209 -2.083
H -4.277 3.318 -0.530
H 5.385 -0.523 -2.239
H -1.250 -1.121 2.276
H 1.799 -3.234 -4.118
```

SMILES: Cc1c[nH]c2ccccc12.Cc1ccccc1
Energy relative to the best compared isomer or geometry (same formula, charge and spin) in kcal/mol: 27.8
E_HOMO in eV: -7.91
Gap between HOMO and LUMO in eV: 8.6
F_max in eV/Å: 3.30

Results of the Löwdin charge analysis, in e, for atoms 1 through 6:
1. N 0.064
2. C -0.088
3. C -0.145
4. C -0.040
5. C -0.063
6. C -0.093



No. 5
This record from the OMol25 dataset describes a cluster of 15 separate species, C13H56N26O15 in total in a non-equilibrium geometry. The level of theory is ωB97M-V/def2-TZVPD.

Geometry as XYZ:
```
110
C13H56N26O15, DFT ωB97M-V/def2-TZVPD
O 10.379 11.865 -29.865
O 12.850 16.157 -23.664
O 3.191 20.533 -21.818
O 14.080 9.279 -20.641
O 9.582 21.548 -24.320
O -1.216 14.565 -19.366
O 4.004 8.733 -19.844
O 12.618 15.593 -14.846
O 2.461 9.805 -27.739
O 5.603 24.421 -15.819
O 6.547 17.765 -15.123
O 8.653 7.945 -24.015
O 6.776 14.744 -20.295
O 12.882 20.478 -20.169
O 8.632 9.126 -14.315
N 8.151 21.600 -25.990
N 10.422 10.312 -13.774
N 10.455 10.227 -28.307
N 14.238 11.423 -20.717
N 4.555 9.635 -18.029
N 8.149 6.006 -23.226
N 14.235 16.091 -16.299
N 8.291 16.044 -21.282
N 0.728 14.386 -20.460
N 3.788 7.641 -17.891
N 12.242 16.796 -16.623
N 0.604 15.496 -18.565
N 6.670 16.268 -13.540
N 4.930 17.536 -13.692
N 9.988 22.666 -26.096
N 9.031 11.833 -28.057
N 4.220 23.211 -17.040
N 9.843 10.427 -15.731
N 3.515 10.658 -25.922
N 15.146 10.258 -22.287
N 8.539 13.895 -21.454
N 6.209 23.547 -17.768
N 3.104 18.698 -23.065
N 9.929 6.122 -24.289
N 2.863 8.646 -25.860
N 1.461 20.138 -23.262
C 13.054 16.136 -15.814
C 14.405 10.286 -21.263
C 8.960 6.816 -23.820
C 2.972 9.712 -26.602
C 7.799 14.899 -20.997
C 9.243 21.854 -25.437
C 4.100 8.643 -18.695
C 6.070 17.200 -14.172
C 9.917 11.298 -28.871
C 5.392 23.798 -16.809
C 9.566 9.853 -14.593
C 0.001 14.798 -19.456
C 2.550 19.825 -22.656
H 4.091 22.677 -17.887
H 4.298 18.205 -14.107
H 12.845 16.609 -24.507
H 7.287 6.397 -22.873
H 1.720 14.556 -20.371
H 4.106 9.840 -17.148
H 3.473 11.545 -26.403
H 10.327 5.371 -23.742
H 11.427 10.152 -28.568
H 1.573 15.746 -18.704
H 7.963 22.049 -26.875
H 13.204 16.800 -23.049
H 14.075 12.052 -21.490
H 2.427 7.794 -26.183
H 3.573 23.189 -16.265
H 12.177 20.741 -20.761
H 10.881 22.805 -25.645
H 4.014 7.579 -16.909
H 4.738 10.503 -18.511
H 10.570 6.599 -24.908
H 10.261 10.027 -12.818
H 9.367 14.100 -21.996
H 13.141 21.288 -19.729
H 13.685 11.499 -19.875
H 9.563 23.001 -26.949
H 8.171 12.955 -21.441
H 7.465 15.907 -14.046
H 10.022 9.960 -27.434
H 10.762 11.247 -13.945
H 4.695 16.997 -12.871
H 0.385 13.748 -21.164
H 3.762 10.563 -24.948
H 14.940 15.684 -15.701
H 11.312 17.028 -16.306
H -0.024 15.788 -17.830
H 4.085 18.637 -22.833
H 2.697 18.031 -23.705
H 15.310 11.109 -22.806
H 3.242 6.863 -18.232
H 8.299 5.008 -23.204
H 7.109 24.006 -17.747
H 8.994 16.199 -21.991
H 8.524 12.685 -28.250
H 12.550 17.095 -17.537
H 6.133 15.802 -12.823
H 0.781 20.616 -22.689
H 1.300 19.479 -24.011
H 9.347 10.120 -16.556
H 8.998 11.351 -27.170
H 15.146 9.372 -22.772
H 7.427 21.058 -25.540
H 3.112 8.834 -24.899
H 10.706 10.945 -15.816
H 5.859 22.892 -18.453
H 14.544 16.629 -17.096
H 8.029 16.808 -20.676
```

Energy relative to the best compared isomer or geometry (same formula, charge and spin) in kcal/mol: 268.1
E_HOMO in eV: -9.55
Gap between HOMO and LUMO in eV: 9.2
F_max in eV/Å: 7.78

Results of the Löwdin charge analysis, in e, for atoms 1 through 6:
1. O 0.009
2. O -0.059
3. O -0.034
4. O 0.018
5. O 0.027
6. O -0.009



No. 6
This record from the OMol25 dataset describes a structure of composition C22H58IN8O4P3 in a non-equilibrium geometry. The level of theory is ωB97M-V/def2-TZVPD.

Geometry as XYZ:
```
96
C22H58IN8O4P3, DFT ωB97M-V/def2-TZVPD
I 1.762 0.466 -0.475
P 0.779 0.929 5.381
P 0.011 -4.182 -3.448
P -1.544 4.707 -0.013
O 5.674 -2.822 2.668
O 0.212 0.149 2.742
O -0.570 3.895 0.875
O -0.723 -3.579 -2.225
N 5.815 -0.833 4.118
N -1.686 3.504 -1.203
N -2.784 4.803 1.138
N 0.573 -2.703 -4.054
N -2.664 5.641 -1.034
N 2.176 -1.212 0.676
N -1.395 -4.822 -4.155
N 0.855 -4.874 -4.854
C 1.592 -1.478 6.964
C -2.498 5.790 2.186
C -2.002 6.306 -2.156
C 0.161 -0.373 4.115
C -2.209 -5.637 -3.246
C 0.707 -4.517 -6.256
C -3.439 3.647 1.721
C 5.026 -1.804 3.260
C 1.989 2.192 4.522
C -2.278 -4.159 -5.094
C 3.397 -1.719 2.998
C 1.859 0.127 6.751
C -4.044 5.330 -1.371
C 1.179 3.186 3.500
C 1.715 -2.184 -3.290
C 0.905 -1.839 1.160
C -2.654 2.425 -1.242
C 1.124 -6.305 -4.716
C -0.240 -0.829 1.744
C -0.292 -1.606 -4.445
C -0.404 2.995 -1.703
C 3.114 -0.727 1.733
H -3.185 5.726 3.038
H 1.963 -1.146 -3.539
H 0.337 3.802 -1.765
H -1.036 -1.521 2.305
H -2.730 2.030 -2.260
H -1.480 5.680 2.575
H -4.630 4.995 -0.512
H 6.243 -0.076 3.518
H 2.087 -1.782 7.993
H 1.531 -2.230 -2.212
H 0.681 -3.439 -6.424
H -1.883 5.631 -3.011
H 0.462 -1.786 6.975
H -0.836 -1.181 -3.601
H 2.605 -2.783 -3.510
H -2.598 6.800 1.776
H 1.040 -2.729 1.935
H -2.764 3.049 2.333
H 0.260 -6.908 -5.016
H 5.135 -0.417 4.811
H 2.815 0.337 2.185
H -1.005 -1.900 -5.212
H -1.573 -6.218 -2.568
H -2.880 -4.904 -5.626
H 1.988 -6.608 -5.317
H -1.744 -3.636 -5.880
H 0.989 4.252 3.984
H 0.112 2.761 3.213
H 3.021 -2.825 2.866
H 1.362 -6.549 -3.675
H 0.003 2.214 -1.049
H -2.388 1.602 -0.560
H -2.875 -5.015 -2.634
H -2.953 -3.445 -4.598
H 1.572 -4.876 -6.828
H -0.878 -0.287 0.894
H 2.938 -1.183 3.951
H 2.879 1.605 4.012
H 3.008 0.247 6.471
H 4.170 -0.542 1.209
H -4.555 6.231 -1.732
H 1.808 3.356 2.523
H -1.007 6.653 -1.859
H -0.181 -4.966 -6.709
H -4.122 4.582 -2.164
H -2.820 -6.359 -3.800
H 0.413 -2.362 0.206
H 1.697 0.701 7.777
H -0.506 2.584 -2.714
H -0.978 -0.596 4.376
H -2.561 7.190 -2.482
H -3.891 3.008 0.965
H -3.661 2.752 -1.007
H 2.187 -2.051 6.126
H 2.470 2.878 5.366
H -4.293 3.964 2.338
H 0.296 -0.810 -4.927
H 0.743 -1.387 4.202
```

E_HOMO in eV: -7.75
Gap between HOMO and LUMO in eV: 6.3
F_max in eV/Å: 8.07

Results of the Löwdin charge analysis, in e, for atoms 1 through 6:
1. I 1.074
2. P 0.930
3. P 0.764
4. P 0.771
5. O -0.055
6. O -0.304



No. 7
This record from the OMol25 dataset describes a structure of composition C2H4NOS in a non-equilibrium geometry. The level of theory is ωB97M-V/def2-TZVPD.

Geometry as XYZ:
```
9
C2H4NOS, DFT ωB97M-V/def2-TZVPD
S 0.708 -0.536 2.241
O 2.400 -1.799 0.143
N 1.912 -0.697 0.321
C 0.571 -0.493 -0.318
C -0.108 0.296 0.785
H -1.166 0.218 0.739
H -0.138 -1.364 -0.540
H 0.219 1.280 0.605
H 0.699 0.175 -1.373
```

Charge: -1
Energy relative to the best compared isomer or geometry (same formula, charge and spin) in kcal/mol: 23.7
E_HOMO (spin up / spin down) in eV: -2.44 / -2.43
Gap between HOMO and LUMO (spin up / spin down) in eV: 6.7 / 6.7
F_max in eV/Å: 3.08

Results of the Löwdin charge analysis, in e, for atoms 1 through 6:
1. S 0.339
2. O -0.210
3. N -0.353
4. C -0.393
5. C -0.650
6. H 0.022